(1)
The following is a DFT calculation (ωB97M-V/def2-TZVPD) of a 2-piece molecular cluster, C6H6BrN2O overall at a distorted geometry.

```
! wB97M-V def2-TZVPD RIJCOSX def2/J DEFGRID3
* xyz 1 1
C 1.06146 1.13972 -2.08075
C 1.54957 -0.12140 -1.88271
C -0.06640 1.62452 -1.40128
C 0.77983 -0.87653 -0.97318
C -0.97722 -1.85989 3.14443
C -0.74073 -0.63866 2.75576
N -0.79606 0.73725 -0.80993
N -0.40034 -0.53844 -0.50315
O -1.07210 -3.00199 3.25948
Br -2.39628 0.33876 2.25156
H 1.52395 1.97273 -2.73957
H 2.45772 -0.58371 -2.31258
H -0.29835 2.63474 -1.48092
H 1.06699 -1.81247 -0.41550
H -0.01905 0.01299 3.37800
H -1.67298 0.97236 -0.18967
*
```

Its orbital gap is 7.216 eV. For the maximum force, the calculation gives 0.08367 Eh/bohr. As for the highest occupied orbital energy: -12.52 eV. Its electronic energy is -2990.63695 Eh.

---

(2)
The following is a DFT calculation (ωB97M-V/def2-TZVPD) of C19H6Cl10N2SSr as an isolated structure.

```
! wB97M-V def2-TZVPD RIJCOSX def2/J DEFGRID3
* xyz 0 1
Sr 0.41324 -0.42102 -0.01982
Cl 4.26259 -1.36527 -0.22020
C 3.96067 0.36774 -0.10449
C 2.64561 0.78506 -0.13851
C 2.47142 2.14126 -0.04008
Cl 0.77270 2.74689 -0.07165
C 3.48955 3.07851 0.08390
Cl 3.15971 4.76617 0.19967
C 4.79945 2.60473 0.11059
Cl 6.10944 3.71049 0.25659
C 5.04409 1.23114 0.01515
Cl 6.66333 0.64404 0.04436
Cl -2.73113 -0.80104 -0.07459
C -2.11881 -2.49718 -0.03311
C -0.76092 -2.66489 -0.10697
C -0.33692 -3.97762 -0.05957
Cl 1.39914 -4.27056 -0.13884
C -1.19694 -5.06464 0.04975
Cl -0.60233 -6.68076 0.10009
C -2.57338 -4.82651 0.11888
Cl -3.67496 -6.14142 0.25200
C -3.05336 -3.51948 0.07853
Cl -4.74411 -3.19731 0.16385
N -1.52856 1.61560 2.87645
C -0.64241 0.71152 3.34089
N 0.11059 -0.02599 2.57843
C 0.92949 -0.85131 3.36304
C 1.86583 -1.75453 2.87216
C 2.60593 -2.50676 3.76558
C 2.42334 -2.36679 5.14156
C 1.49690 -1.46870 5.64438
C 0.75924 -0.71910 4.73997
S -0.46180 0.48349 5.05946
H -1.57519 1.81023 1.89336
H -2.07358 2.18036 3.49945
H 2.03085 -1.88299 1.80845
H 3.33441 -3.21093 3.38701
H 3.01187 -2.96409 5.82453
H 1.35592 -1.35612 6.71105
*
```

Its orbital gap is 8.744 eV. For the maximum force, the calculation gives 0.00980 Eh/bohr. As for the highest occupied orbital energy: -8.98 eV. Its electronic energy is -5868.03631 Eh.

---

(3)
The following is a DFT calculation (ωB97M-V/def2-TZVPD) of a 2-piece molecular cluster, C4H14N3 overall at a distorted geometry.

```
! wB97M-V def2-TZVPD RIJCOSX def2/J DEFGRID3
* xyz 1 1
C 1.98804 0.15122 1.83875
C 0.71801 0.68245 2.42350
H 2.41101 -0.68560 2.38735
H 1.98858 0.00279 0.79077
H 2.76242 1.00642 1.84709
H 0.70662 0.64369 3.47075
H 0.39508 1.64363 1.92030
H -0.05744 -0.17340 2.36972
C -0.23847 -1.90367 -0.83203
C -0.94726 0.37931 -1.39088
N 0.04703 -0.59140 -1.41817
N -2.30957 0.04589 -1.32545
N -0.61132 1.60552 -1.86549
H 1.00378 -0.30181 -1.15937
H -2.62295 -0.71891 -1.96903
H -3.08447 0.62173 -1.13218
H 0.24110 2.14810 -1.59825
H -1.35316 2.27430 -2.28507
H -0.02805 -2.64812 -1.50490
H -1.23982 -2.02891 -0.64104
H 0.23084 -2.15323 0.07367
*
```

Its orbital gap is 10.153 eV. For the maximum force, the calculation gives 0.07345 Eh/bohr. As for the highest occupied orbital energy: -14.11 eV. Its electronic energy is -324.79048 Eh.

---

(4)
The following is a DFT calculation (ωB97M-V/def2-TZVPD) of C18H21Cl4N3O10P2SV as an isolated structure at a distorted geometry.

```
! wB97M-V def2-TZVPD RIJCOSX def2/J DEFGRID3
* xyz -2 4
V 0.82317 0.24954 0.42223
N 1.58305 0.74973 4.70251
C 0.20790 1.04545 4.07770
C -0.76510 1.45076 5.17675
P -0.22385 -0.53320 3.18796
O -1.53235 -1.10434 3.98154
O 0.93490 -1.41141 3.53219
O -0.71767 -0.21258 1.80362
P 0.58811 2.51290 2.95694
O -0.88169 3.10266 2.67482
O 1.37117 3.37332 3.89995
O 1.18063 2.10914 1.64592
H 1.50369 0.61381 5.70447
H 2.19029 1.55180 4.52269
H 1.86572 -0.15743 4.26176
H -0.85648 0.65867 5.92690
H -1.75128 1.61888 4.75087
H -0.43343 2.38018 5.64938
H -2.25158 -1.10835 3.33334
H -1.15971 2.76412 1.80023
S 1.02055 -2.22138 -0.14587
C 2.45028 -1.82404 0.73782
C 3.54699 -2.64799 1.02793
C 4.59942 -2.15470 1.77127
C 4.56810 -0.82652 2.20776
C 3.47690 -0.04925 1.87352
N 2.43192 -0.52481 1.17223
H 3.53700 -3.66632 0.65879
H 5.45133 -2.78676 2.00296
H 5.38142 -0.40011 2.78136
H 3.41569 1.00096 2.14306
Cl -1.05571 4.62152 -4.52525
C -0.15634 3.49227 -3.54538
C 1.12601 3.13018 -3.89538
Cl 1.86868 3.78695 -5.33093
C 1.83790 2.21654 -3.08247
Cl 3.45445 1.71910 -3.50905
C 1.29315 1.67036 -1.92358
O 1.90723 0.83369 -1.14721
C -0.07728 2.02518 -1.57054
O -0.60377 1.43864 -0.54028
C -0.74568 2.93596 -2.38770
Cl -2.38808 3.33158 -1.94849
O -3.08090 -1.98086 -3.45333
C -2.19496 -1.33162 -2.65644
O -2.20825 -1.40798 -1.46362
C -1.18715 -0.46865 -3.41775
N -1.54081 -0.39976 -4.86061
C -0.41916 -0.94559 -5.65548
C 0.30090 -1.86406 -4.67518
C 0.22501 -1.06484 -3.37524
H -1.21600 0.50685 -2.94139
H -1.76406 0.54692 -5.12741
H -2.85316 -1.64181 -4.34603
H 0.26283 -0.15493 -5.98363
H -0.79293 -1.46387 -6.54020
H 1.32733 -2.06493 -4.98718
H -0.22544 -2.81949 -4.57850
H 0.95629 -0.25754 -3.40132
H 0.39901 -1.63955 -2.47036
*
```

Its expectation value of S² is 3.767. Its orbital gap (spin up / spin down) is 4.615 / 5.805 eV. For the maximum force, the calculation gives 0.04916 Eh/bohr. As for the highest occupied orbital energy (spin up / spin down): -0.27 / -1.46 eV. Its electronic energy is -5481.32680 Eh.